1.
6
Properties=species:S:1:pos:R:3:forces:R:3:lowdin_charge:R:1 method="wB97M-V/def2-TZVPD" smiles=SC1OO1 e_lumo_ev=0.40 e_homo_ev=-10.258 charge=0
S -0.992645 -0.477618 0.236313 -0.36 1.24 0.93 0.800
C 0.497689 0.141038 -0.424707 2.13 1.35 -1.91 -0.811
O 0.673453 1.578831 -0.465867 0.71 -2.64 0.80 -0.044
O 1.565862 0.601488 0.357948 -1.69 0.72 -0.89 -0.025
H -1.178790 0.721245 0.946525 0.06 -1.34 -0.54 -0.055
H 0.871041 -0.375958 -1.389071 -0.86 0.67 1.61 0.135

2.
72
Properties=species:S:1:pos:R:3:forces:R:3:lowdin_charge:R:1 method="wB97M-V/def2-TZVPD" e_lumo_ev=3.13 e_homo_ev=-2.020 charge=-2
In 1.377460 -1.646660 0.960006 -0.06 0.27 0.00 0.225
C -0.699540 -2.480860 5.193706 0.11 -0.04 -0.12 -0.032
C -0.450140 -1.013760 5.067806 -0.02 -0.26 0.16 -0.291
N -0.955540 -0.219560 5.969106 -0.09 -0.43 0.05 0.103
C -0.781840 1.102540 5.839406 0.07 0.75 -0.12 -0.136
C -0.127640 1.694840 4.790106 -0.14 0.07 0.19 -0.172
C 0.037260 3.190940 4.783506 -0.35 -0.11 -0.12 -0.229
O 1.366860 3.598040 5.087906 0.34 0.15 -0.04 -0.068
C 0.441760 0.873440 3.779006 -0.36 -0.58 0.44 -0.091
C 1.011660 1.426540 2.597106 0.26 0.10 -0.54 -0.084
N 1.520960 0.682540 1.682806 -0.50 -0.27 1.09 0.035
C 2.039360 1.051740 0.469206 0.59 0.59 -1.23 -0.346
C 2.463760 2.321540 0.078906 -0.10 -0.06 0.29 -0.055
C 3.025060 2.489040 -1.175994 0.01 0.22 -0.02 -0.124
C 3.177860 1.403740 -2.023294 0.11 -0.03 -0.25 -0.119
C 2.773060 0.133040 -1.623694 0.05 0.09 -0.21 -0.118
C 2.187560 -0.044160 -0.391894 -0.38 -0.66 0.85 -0.137
I 3.258660 -3.485660 1.630606 0.05 -0.06 0.04 0.163
C 0.333260 -0.551660 3.936906 0.16 0.65 0.22 -0.349
O 0.885860 -1.420360 3.202606 0.09 -0.53 -0.46 -0.181
H -1.132840 -2.707360 6.164706 0.01 0.06 0.05 0.071
H 0.220260 -3.042660 5.035106 0.00 -0.06 0.00 0.081
H -1.398540 -2.784960 4.412406 0.01 -0.12 -0.07 0.054
H -1.227440 1.700640 6.627806 0.08 0.16 -0.03 0.096
H -0.593940 3.628340 5.562106 0.01 -0.06 -0.12 0.111
H -0.270440 3.624740 3.818306 0.01 -0.06 0.15 0.102
H 1.963360 2.958040 4.685106 0.00 -0.03 0.05 0.075
H 0.958360 2.516740 2.462606 0.06 -0.07 -0.02 0.121
H 2.371760 3.161940 0.756006 0.02 0.11 0.03 0.104
H 3.352760 3.476240 -1.485594 0.01 -0.04 -0.03 0.096
H 3.625460 1.545340 -2.998594 0.08 0.02 -0.07 0.090
H 2.942460 -0.711960 -2.280094 -0.04 -0.03 -0.03 0.090
S -2.797840 -5.228760 1.966806 0.05 0.26 -0.27 -0.318
Sb -2.958240 -3.702360 0.313606 -0.10 -0.28 0.18 0.571
S -2.417740 -1.055660 2.319506 0.39 0.26 0.64 -0.083
S -1.180640 -1.831060 0.838206 -0.18 -0.18 -0.25 0.059
S -4.212240 -1.582860 1.514406 -0.23 -0.31 -0.38 -0.156
C -0.366040 2.542940 -3.379194 -0.26 0.38 0.08 -0.533
C -1.195340 1.293040 -3.633694 0.21 -0.54 0.38 -0.517
S -1.028840 0.033140 -2.310294 -0.21 0.10 -0.23 0.867
C -2.670540 0.066840 -1.544394 0.25 0.02 -0.24 -0.568
C -2.984440 1.325640 -0.766894 0.07 0.14 0.39 -0.513
S -1.686740 1.727840 0.462606 -0.29 0.51 -0.04 0.827
C -1.581740 3.534640 0.217006 0.14 -0.61 -0.03 -0.537
C -0.593940 3.942940 -0.861194 -0.18 0.23 -0.31 -0.534
S -1.278940 3.897940 -2.557694 0.24 -0.08 0.07 0.842
H -0.037240 2.971640 -4.328094 0.09 -0.06 0.01 0.056
H 0.507160 2.310940 -2.769394 0.06 0.02 -0.10 0.048
H -0.832740 0.805940 -4.540394 -0.07 0.04 -0.09 0.058
H -2.251040 1.527840 -3.757994 -0.04 0.02 -0.10 0.064
H -2.664840 -0.794360 -0.878094 -0.12 0.08 -0.14 -0.046
H -3.414440 -0.098260 -2.326194 -0.09 -0.02 0.06 0.081
H -3.918040 1.184740 -0.217294 -0.02 -0.05 -0.09 0.061
H -3.073140 2.187140 -1.427494 -0.02 -0.05 -0.02 0.030
H -1.248840 3.932240 1.176406 -0.02 0.07 0.08 0.053
H -2.581840 3.915440 0.014106 -0.03 0.14 0.07 0.066
H 0.278160 3.291940 -0.839194 0.03 0.08 0.01 0.038
H -0.276240 4.977940 -0.709594 0.08 -0.03 0.05 0.059
I 2.694760 -4.186460 -7.393794 -0.20 0.05 0.33 0.744
C 1.685260 -3.974760 -5.533094 0.24 -0.07 -0.58 -0.713
C 1.737360 -2.761860 -4.874794 0.03 0.12 -0.05 -0.151
C 1.121160 -2.650860 -3.640894 0.02 -0.05 0.05 -0.025
C 0.463460 -3.737860 -3.084294 -0.01 -0.05 0.25 -0.106
C 0.380160 -4.928160 -3.789194 -0.07 0.07 0.13 -0.016
C 1.003060 -5.058060 -5.017694 0.01 -0.18 -0.13 -0.164
C -0.068240 -3.658260 -1.660994 0.21 -0.21 -0.53 -0.649
O -1.134540 -4.248860 -1.427394 -0.63 -0.22 0.21 -0.176
O 0.664860 -3.046560 -0.867994 0.54 0.67 0.44 -0.163
H 2.264160 -1.921760 -5.302494 0.03 0.06 -0.04 0.088
H 1.151260 -1.721860 -3.091994 0.05 0.02 0.08 0.070
H -0.158940 -5.756660 -3.351894 -0.03 -0.04 0.03 0.119
H 0.965660 -5.995860 -5.552694 0.02 -0.03 -0.05 0.084

3.
39
Properties=species:S:1:pos:R:3:forces:R:3:lowdin_charge:R:1 method="wB97M-V/def2-TZVPD" e_lumo_ev=-0.43 e_homo_ev=-9.426 charge=0
Li 49.646000 11.770000 4.253000 -0.34 -0.15 -0.35 0.750
C 48.420000 10.610000 2.431000 0.24 2.47 -1.58 -0.232
O 47.847000 11.268000 3.540000 -1.34 -0.13 0.01 -0.482
H 49.418000 10.722000 2.778000 2.00 -1.09 -1.44 0.007
H 48.356000 11.143000 1.258000 -0.17 -1.30 3.43 0.139
H 48.152000 9.582000 2.285000 -0.22 -0.49 0.04 0.050
O 45.801000 9.270000 0.708000 -2.81 1.04 2.80 -0.098
H 45.710000 9.327000 1.739000 0.22 -0.29 -2.65 0.043
H 46.674000 8.997000 0.564000 2.03 -0.70 0.08 -0.090
O 47.352000 6.871000 3.931000 0.93 1.50 -0.40 -0.069
H 46.783000 7.544000 3.496000 0.03 -1.01 0.65 0.010
H 46.907000 6.063000 4.121000 -0.90 -0.50 -0.11 0.010
O 50.810000 12.874000 2.809000 0.09 0.45 0.15 -0.084
H 51.109000 13.773000 2.980000 -0.08 0.03 0.37 0.059
H 51.022000 12.778000 1.861000 -0.16 -0.64 0.09 0.014
O 50.929000 9.297000 0.242000 0.73 2.77 5.47 -0.094
H 50.905000 9.336000 -0.656000 0.16 0.31 -4.09 -0.029
H 51.153000 10.329000 0.579000 -0.64 -3.79 -1.63 0.108
O 50.228000 10.071000 5.533000 2.47 2.25 -0.85 -0.012
H 49.509000 9.540000 5.350000 -2.60 -2.07 -0.59 0.014
H 50.139000 10.358000 6.425000 -0.16 0.18 1.22 0.049
O 47.061000 11.980000 6.261000 -1.85 -0.36 0.12 -0.113
H 47.330000 11.625000 5.385000 -0.75 0.06 0.36 -0.022
H 46.054000 11.854000 6.379000 2.67 0.18 -0.61 0.085
O 51.207000 11.904000 0.262000 -3.88 -1.92 5.80 -0.002
H 50.239000 11.900000 0.040000 0.49 0.65 0.21 0.068
H 51.611000 12.159000 -0.459000 3.54 2.06 -5.91 0.000
O 48.907000 13.144000 -0.086000 -3.65 -8.80 -2.73 0.022
H 49.149000 13.906000 0.195000 2.08 7.96 3.18 -0.052
H 48.090000 12.818000 0.383000 1.08 0.97 -0.50 0.090
O 46.233000 13.123000 2.635000 0.94 -1.61 1.36 -0.148
H 45.333000 13.025000 2.958000 -0.14 0.20 -0.19 0.004
H 46.756000 12.366000 3.176000 -0.62 1.64 -1.59 0.018
O 48.283000 8.481000 0.133000 -1.32 -0.33 -1.03 -0.073
H 49.216000 8.684000 0.221000 0.66 0.39 -0.20 -0.011
H 47.917000 8.756000 -0.740000 1.02 -0.30 0.86 0.082
O 45.849000 9.298000 3.610000 2.03 3.80 -0.35 -0.140
H 45.206000 9.954000 3.895000 -1.28 -0.71 0.29 0.040
H 46.541000 10.160000 3.523000 -0.51 -2.69 0.29 0.090

4.
20
Properties=species:S:1:pos:R:3:forces:R:3:lowdin_charge:R:1 method="wB97M-V/def2-TZVPD" smiles=CNCCNCN e_lumo_ev=1.06 e_homo_ev=-8.205 charge=0
C 0.528305 -2.591083 -1.655993 0.09 1.78 -0.39 -0.138
N 0.168638 -1.178559 -1.137756 2.49 -3.57 -1.03 -0.140
C -0.294860 -1.385946 0.226010 -0.53 3.11 -0.20 -0.251
C 0.061396 -0.202991 1.196523 0.84 -1.74 2.33 -0.268
N -0.491430 1.095253 1.037969 -0.59 0.99 -0.79 -0.107
C 0.350058 2.188353 0.514399 -0.80 -0.16 -0.19 -0.302
N -0.338495 3.506138 0.558348 1.16 -1.20 0.09 -0.008
H -0.277319 -3.325980 -1.239045 1.56 0.86 -1.52 0.099
H 1.576598 -2.866406 -1.400395 -0.86 -0.11 0.53 0.065
H 0.653357 -2.349504 -2.762939 -0.83 -1.44 0.99 0.081
H -0.162832 -0.813308 -2.028239 -1.40 0.96 1.70 0.089
H -1.387677 -1.493407 0.281285 -0.03 -0.26 0.08 0.108
H 0.178437 -2.284270 0.615803 0.00 0.05 -0.03 0.101
H 1.160800 -0.119160 1.472504 -1.06 -0.19 -0.91 0.128
H -0.375180 -0.540403 2.170953 0.33 -0.30 -0.42 0.103
H -1.404546 1.000747 0.598039 0.22 0.54 -0.10 0.108
H 0.498379 2.093616 -0.582128 0.86 -0.33 0.59 0.104
H 1.290554 2.091307 1.135138 -0.82 0.61 -0.96 0.120
H -0.963435 3.588689 1.354176 -0.10 -0.03 -0.37 0.058
H -0.770747 3.586914 -0.354652 -0.52 0.44 0.61 0.049

5.
53
Properties=species:S:1:pos:R:3:forces:R:3:lowdin_charge:R:1 method="wB97M-V/def2-TZVPD" smiles="COc1ccc(OCc2cc(C(=O)N(C)CCC3CCOCC3)no2)c(Cl)c1" e_lumo_ev=0.73 e_homo_ev=-8.397 charge=0
C -1.061718 -4.294867 -1.325525 -0.16 0.00 -0.19 -0.068
O -0.216392 -4.126980 -0.205902 0.23 0.01 0.19 -0.077
C -0.647707 -3.363622 0.825338 -0.03 0.15 0.32 -0.286
C -1.878917 -2.717872 0.892016 0.13 -0.21 -0.21 -0.025
C -2.187727 -1.943616 1.993494 0.19 0.09 0.36 0.014
C -1.318966 -1.802612 3.070787 -0.13 -0.05 -0.25 -0.305
O -1.767268 -1.045932 4.127593 -0.01 -0.40 0.01 -0.044
C -0.937903 -0.000817 4.620722 0.05 0.40 0.04 -0.124
C -0.400710 0.845448 3.515446 0.93 -0.31 -0.29 -0.219
C 0.726405 0.741179 2.753048 -0.55 0.31 0.35 0.072
C 0.601134 1.797467 1.811702 -0.55 -0.47 0.82 -0.170
C 1.554306 1.984425 0.689383 0.24 0.33 -0.33 -0.418
O 2.423371 1.141014 0.518984 -0.07 -0.23 0.24 0.061
N 1.401911 3.045713 -0.131695 0.19 -0.03 0.01 -0.091
C 0.441475 4.103440 0.059287 -0.31 0.25 0.11 -0.051
C 2.152985 3.048516 -1.371734 0.24 -0.12 -0.41 -0.148
C 1.337129 2.521271 -2.559082 0.16 -0.18 0.30 -0.126
C 0.851063 1.080166 -2.340790 -0.15 0.20 -0.29 -0.321
C 0.799209 0.275130 -3.642434 -0.09 -0.25 0.37 -0.135
C 0.331096 -1.148638 -3.335306 0.18 0.06 -0.33 -0.207
O -0.936090 -1.174354 -2.713638 -0.13 -0.01 -0.13 -0.153
C -0.940883 -0.441149 -1.508817 -0.15 0.33 0.25 -0.208
C -0.547313 1.018530 -1.720268 0.18 -0.47 0.04 -0.121
N -0.518541 2.451675 2.017853 0.23 0.49 -0.76 0.114
O -1.139545 1.874299 3.063390 -0.25 -0.31 0.44 0.047
C -0.104190 -2.489505 3.011392 -0.24 0.00 -0.11 -0.567
Cl 1.022894 -2.472670 4.326576 0.09 -0.03 0.16 0.753
C 0.230662 -3.241445 1.902235 -0.12 -0.05 -0.27 -0.021
H -1.262042 -3.343770 -1.827312 0.01 -0.03 0.04 0.078
H -0.517204 -4.951782 -2.001695 -0.08 0.03 0.01 0.097
H -2.005350 -4.770947 -1.042725 0.02 -0.01 0.01 0.097
H -2.593499 -2.798981 0.089777 -0.06 -0.01 -0.11 0.110
H -3.134816 -1.429761 2.047670 -0.09 0.08 0.01 0.127
H -0.106256 -0.395308 5.214252 -0.22 0.15 -0.12 0.087
H -1.600156 0.591506 5.257024 0.16 -0.05 -0.03 0.141
H 1.533116 0.044545 2.822716 0.15 -0.21 0.05 0.112
H 0.368979 4.364206 1.112534 -0.03 0.10 -0.14 0.084
H 0.771886 4.975565 -0.503630 0.03 -0.02 0.00 0.093
H -0.555622 3.817987 -0.283448 -0.03 0.08 0.00 0.086
H 3.024707 2.407887 -1.219950 -0.08 0.17 -0.07 0.124
H 2.493813 4.067553 -1.575718 0.00 -0.04 0.09 0.122
H 1.983256 2.557358 -3.438381 0.01 0.08 -0.07 0.115
H 0.484684 3.177450 -2.746379 -0.05 0.06 -0.11 0.116
H 1.553245 0.579080 -1.666693 -0.01 -0.01 0.00 0.134
H 1.783344 0.231891 -4.111010 0.06 0.02 -0.06 0.120
H 0.100820 0.743086 -4.339670 0.00 0.03 -0.10 0.126
H 0.219972 -1.732448 -4.251855 0.10 0.00 0.08 0.125
H 1.070427 -1.640785 -2.683947 -0.02 -0.01 -0.05 0.131
H -1.957861 -0.516300 -1.117316 0.11 -0.02 0.05 0.124
H -0.247449 -0.900122 -0.785319 -0.07 0.00 -0.02 0.129
H -0.586900 1.526706 -0.758342 -0.08 0.09 0.04 0.096
H -1.266900 1.489167 -2.394938 -0.04 0.08 0.00 0.130
H 1.176039 -3.757976 1.860302 0.11 -0.04 0.03 0.120

6.
16
Properties=species:S:1:pos:R:3:forces:R:3:lowdin_charge:R:1 method="wB97M-V/def2-TZVPD" smiles="C/N=C(/N)CC(=O)O" e_lumo_ev=0.46 e_homo_ev=-9.730 charge=0
C -1.171308 1.972834 0.664856 -2.78 1.69 1.76 -0.162
N -1.360130 0.631636 0.405830 1.08 -5.55 -3.16 -0.002
C -0.478657 -0.306504 0.152306 0.94 3.48 1.30 -0.362
N -0.779385 -1.582714 -0.358018 -4.89 0.63 1.32 0.061
C 1.070010 -0.356378 0.384885 0.77 3.18 0.35 -0.023
C 1.836934 -0.482842 -0.972298 -0.87 0.90 -1.90 -0.486
O 2.702895 0.292301 -1.379438 -1.38 -1.93 1.68 0.068
O 1.237994 -1.344001 -1.834609 -0.36 -0.11 0.30 0.022
H -1.900848 2.720214 0.108237 1.70 -1.79 0.45 0.124
H -0.156317 2.242519 0.643919 1.29 1.06 0.08 0.050
H -1.646341 2.001856 1.689656 0.99 0.83 -0.46 0.100
H -0.529908 -2.188876 0.412607 0.13 -0.83 -0.18 0.109
H -1.858429 -1.516398 -0.328763 1.80 -0.82 -0.59 0.158
H 1.297166 -1.088602 1.179312 0.00 -0.04 -0.67 0.121
H 1.473925 0.642345 0.775646 -0.75 -1.36 -0.31 0.129
H 0.262399 -1.637389 -1.544127 2.33 0.65 0.03 0.093

7.
45
Properties=species:S:1:pos:R:3:forces:R:3:lowdin_charge:R:1 method="wB97M-V/def2-TZVPD" multiplicity=3 e_lumo_ev="-3.71 / -5.99" s_squared=2.048 e_homo_ev="-9.856 / -10.723" charge=+1
Pt 0.225380 0.042154 -0.322308 -2.06 1.51 1.03 0.867
P -0.037271 0.331038 1.930478 1.67 -0.78 -0.28 0.693
C -1.136316 1.715061 2.126661 -1.55 -1.86 -1.05 -0.139
C -1.631281 2.253940 0.946060 -0.91 0.20 -1.90 -0.326
N -1.259820 1.746009 -0.312983 2.75 0.98 0.27 -0.022
C -1.220182 2.549952 -1.399832 -0.07 -1.18 0.27 -0.290
C -1.824185 3.796722 -1.354502 -0.19 0.37 -0.22 0.004
C -2.510909 4.194662 -0.206953 -0.04 -0.15 -0.26 -0.012
C -2.498238 3.371466 0.906031 0.27 0.56 0.83 0.012
C -0.550109 2.017309 -2.692056 -0.50 0.54 0.48 -0.258
P -0.279889 0.226601 -2.537083 -0.01 -1.39 -0.57 0.658
H -3.005276 3.637336 1.837658 0.19 0.16 -0.38 0.131
H -1.772033 4.397969 -2.255436 -0.09 0.21 0.26 0.130
H -3.011515 5.159423 -0.191729 -0.08 -0.27 0.04 0.128
H -1.204909 2.240417 -3.544738 0.18 -0.03 0.10 0.103
H 0.425120 2.487895 -2.903132 -0.35 0.08 0.39 0.111
H -3.887330 -0.878905 2.284153 0.87 0.47 2.26 -0.013
H -1.685324 1.807264 3.029586 -0.19 0.75 0.85 0.094
H -2.929481 -2.192758 -0.432971 0.45 -0.50 0.60 0.032
O -4.281164 -1.036997 1.467722 -1.45 0.21 -2.58 -0.031
H -4.963818 -0.344825 1.337857 0.62 -0.70 0.25 0.067
H -0.912898 -1.009508 -0.044641 -0.72 -0.13 -0.13 -0.013
O -2.058492 -2.604290 -0.577477 0.34 -0.42 0.54 -0.120
H -1.720292 -3.045788 0.245016 -1.02 0.66 -1.10 0.068
C -1.875080 -0.453270 -3.116732 -0.03 0.08 -0.26 -0.235
H -2.051080 -0.042924 -4.129829 -0.04 -0.28 0.41 0.060
H -1.857684 -1.556728 -3.159440 0.04 0.54 0.14 0.059
H -2.687294 -0.118935 -2.446193 0.39 -0.20 -0.26 0.055
C 0.954032 -0.318099 -3.742153 -0.02 0.19 -0.48 -0.245
H 1.017283 -1.419189 -3.649763 0.05 0.55 -0.08 0.066
H 0.657983 -0.043077 -4.774324 0.24 -0.21 0.48 0.064
H 1.931744 0.131521 -3.493120 -0.42 -0.28 -0.14 0.058
C 1.347160 1.216715 2.673182 0.10 0.03 0.33 -0.229
H 1.042408 1.337477 3.724897 0.52 0.08 -0.15 0.065
H 2.307713 0.705239 2.569531 -0.14 0.10 0.10 0.062
H 1.356520 2.209106 2.201435 0.31 -0.29 0.16 0.059
C -0.218069 -1.189496 2.920778 -0.66 0.16 0.87 -0.219
H 0.586557 -1.901603 2.660276 -0.31 0.56 -0.13 0.058
H -0.124726 -0.935683 3.992758 -0.04 -0.20 -0.39 0.061
H -1.194463 -1.683538 2.764190 0.47 0.28 -0.05 0.047
N 1.540053 -1.378637 0.160504 1.75 -0.79 0.05 -0.136
C 2.610794 -1.836741 0.358208 0.44 0.55 -0.37 -0.321
N 3.823417 -2.130377 0.566528 -1.34 1.04 0.02 0.085
C 4.334472 -3.323053 0.666153 1.87 -3.36 0.31 -0.394
N 4.895492 -4.352182 0.777834 -1.27 2.16 -0.24 0.105

8.
7
Properties=species:S:1:pos:R:3:forces:R:3:lowdin_charge:R:1 method="wB97M-V/def2-TZVPD" e_lumo_ev=-1.75 e_homo_ev=-8.899 charge=0
C 0.026455 0.572858 0.294578 -1.80 -1.84 3.31 -0.536
O -0.043167 1.629989 0.704631 -0.11 2.23 0.31 0.201
O 0.443936 -0.237185 -0.498330 1.24 -3.21 -2.86 -0.332
O -0.784370 -0.821818 1.502987 1.33 1.97 -2.19 -0.726
S 1.294079 -0.134936 -2.024072 -1.29 -0.83 -0.58 0.878
Cl -1.390738 0.122327 2.675977 -0.50 0.18 0.91 0.558
H 0.453806 -1.131235 -2.655771 1.13 1.49 1.12 -0.043

Looking at F_max for the records above, in order, we have 3.2; 1.5; 9.9; 4.5; 1.1; 6.5; 3.9; 4.5 eV/A.